No. 1
21
Properties=species:S:1:pos:R:3:forces:R:3:mulliken_charge:R:1 method="wB97M-V/def2-TZVPD" e_tot_ev=-10871.6453 homo_energy_ev="-7.4 / -7.4" relative_energy_ev=6.032
C 1.70443 0.97012 0.81156 -0.43 0.04 -0.12 -0.09
C 0.55955 1.66025 1.54211 0.01 -0.03 0.06 -1.07
C 1.53918 -0.52121 0.64805 0.33 -0.58 1.48 -0.13
O 0.88026 -1.22573 1.41435 0.69 0.69 -0.82 -0.67
H 2.29361 -1.00081 0.00345 -0.20 0.00 -0.10 0.43
H 2.63813 1.09231 1.37910 0.00 -0.12 -0.11 0.34
H 1.87692 1.41499 -0.17014 0.05 -0.02 -0.01 0.25
H -0.35367 1.61311 0.95324 -0.02 -0.02 -0.03 0.23
H 0.79647 2.70962 1.72923 0.02 -0.08 0.00 0.38
H 0.36346 1.17252 2.49899 0.04 0.05 -0.04 0.27
C 0.19570 -0.55387 -1.63254 -1.42 -0.04 -0.57 -1.14
N -1.47695 -0.23294 -0.34550 1.10 0.75 0.01 0.33
N -1.63022 -1.17260 0.58157 0.09 -0.63 0.41 -0.49
N -2.48640 -0.22671 -1.24000 0.18 -0.26 -0.21 -0.65
H -0.80168 -1.20446 1.20461 -0.66 0.05 -0.49 0.34
H -1.90172 -2.09827 0.23850 0.05 0.11 0.00 0.23
H -2.34417 0.49712 -1.93179 0.04 -0.14 0.07 0.27
H -2.71864 -1.12708 -1.66630 0.08 0.05 0.00 0.24
H -0.08148 0.37486 -2.12590 -0.04 -0.02 -0.18 0.20
H 1.25397 -0.72632 -1.81316 0.31 0.11 0.73 0.42
H -0.30677 -1.41491 -2.07944 -0.23 0.10 -0.06 0.31

***

No. 2
21
Properties=species:S:1:pos:R:3:forces:R:3:mulliken_charge:R:1 method="wB97M-V/def2-TZVPD" e_tot_ev=-10875.4482 homo_energy_ev=-8.4 relative_energy_ev=2.229 smiles="NC(N)CO.C=CN"
C 0.54187 -1.40994 -0.67910 -1.94 -0.56 1.00 -0.54
C 1.10564 -0.28904 0.17537 -0.72 1.27 0.20 1.06
C -1.84064 1.01228 0.68999 -1.48 -0.06 -0.83 -0.11
C -2.23923 -0.19564 0.23771 -0.60 1.38 0.35 -1.00
N 2.06802 0.47037 -0.60390 0.01 -0.05 -0.27 -0.67
N 1.64045 -0.70573 1.46252 -0.10 -0.14 0.01 -0.66
N -1.38000 2.05579 -0.12361 0.22 -0.48 0.37 -0.40
O 0.34977 -1.06577 -2.01685 -0.02 0.49 -0.60 -0.54
H 1.00312 -0.37405 -2.21243 -0.03 0.00 0.08 0.38
H 1.19002 -2.29931 -0.62730 -0.27 -0.08 0.29 0.34
H 0.24417 0.40227 0.39095 1.21 -0.67 -0.25 -0.32
H -2.03750 1.31641 1.71175 0.41 -0.20 0.14 0.36
H 0.90391 -0.81186 2.14928 0.04 -0.11 -0.03 0.25
H 2.96346 -0.00862 -0.60439 0.04 0.24 0.07 0.18
H 2.17431 1.39758 -0.21080 0.21 -0.15 -0.03 0.26
H 2.14340 -1.58392 1.38594 -0.08 -0.03 0.08 0.25
H -1.49819 1.88459 -1.11041 0.01 0.16 -0.02 0.19
H -1.63406 2.98474 0.17467 0.06 -0.12 -0.08 0.22
H -2.34313 -0.36989 -0.82529 0.40 -0.15 -0.08 0.34
H -2.81272 -0.84006 0.88271 0.34 -0.25 0.24 0.30
H -0.54266 -1.57019 -0.24679 2.29 -0.48 -0.63 0.11

***

No. 3
22
Properties=species:S:1:pos:R:3:forces:R:3:mulliken_charge:R:1 method="wB97M-V/def2-TZVPD" e_tot_ev=-12923.3843 homo_energy_ev=-8.6 relative_energy_ev=1.396 smiles="NCC(O)(O)CN.C=N"
C 2.60662 -0.45149 1.84912 0.02 -0.33 -0.02 -0.38
C -0.31188 -0.08566 -0.65360 -0.47 0.37 0.94 0.90
N 2.52841 -0.91708 0.67909 0.10 -0.04 0.04 -0.42
O -0.33734 -1.49854 -0.61375 -0.03 -0.45 0.21 -0.59
O 0.91828 0.36138 -1.10185 1.08 -0.03 0.35 -0.59
H -0.00102 -1.82827 -1.45519 -0.05 0.15 -0.06 0.36
H 2.44071 -1.92974 0.60727 0.06 0.04 0.28 0.18
H 1.66095 -0.01580 -0.51308 -1.11 0.43 -0.73 0.42
H 2.60131 -1.04297 2.77037 0.06 -0.02 -0.18 0.27
H 2.65445 0.62528 1.95322 0.06 0.18 0.12 0.32
C -1.38656 0.42414 -1.64741 0.43 -0.14 0.23 -0.80
C -0.62420 0.39316 0.83995 0.07 -0.14 -1.02 -0.55
N -1.30895 1.83274 -1.96581 -0.07 0.19 0.00 -0.63
N -1.55518 -0.42365 1.58276 -0.23 -0.14 0.06 -0.65
H -1.21121 -1.37767 1.61584 -0.15 0.06 -0.08 0.28
H -1.46143 2.39149 -1.13440 0.03 0.06 -0.07 0.29
H -0.37560 2.04065 -2.30164 -0.01 0.05 0.07 0.30
H -2.45428 -0.44461 1.11023 0.10 -0.10 0.12 0.30
H -2.37737 0.19697 -1.24425 0.05 -0.09 -0.05 0.29
H -1.26352 -0.13086 -2.58389 -0.05 -0.10 0.12 0.38
H 0.28958 0.47907 1.42722 0.09 -0.08 -0.29 0.00
H -1.03175 1.40148 0.77977 0.03 0.14 -0.06 0.32

***

No. 4
27
Properties=species:S:1:pos:R:3:forces:R:3:mulliken_charge:R:1 method="wB97M-V/def2-TZVPD" e_tot_ev=-23143.4576 homo_energy_ev=-9.5 relative_energy_ev=8.425
C 15.52840 13.64289 -37.42552 0.54 -0.30 0.42 -0.90
O 16.39319 14.75478 -37.78761 2.40 -9.55 -2.74 -0.50
H 15.81675 13.11795 -36.51482 1.36 0.78 -0.49 0.49
H 14.51829 13.90103 -37.10749 0.03 1.09 -0.77 0.41
H 15.37382 12.86413 -38.17235 0.86 0.70 -0.48 0.38
H 16.82447 15.05168 -36.98298 2.53 -2.28 0.07 0.40
C 15.54746 16.54237 -37.63090 -1.79 4.96 0.51 -0.49
N 15.72884 17.79543 -36.86772 1.77 1.14 -1.54 1.00
O 14.77601 18.52649 -36.77414 -0.24 0.81 1.04 -0.54
O 16.91698 18.07267 -36.55629 -2.42 -0.52 0.04 -0.60
H 16.07785 15.75181 -37.10004 -2.78 5.98 0.08 -0.10
H 15.86165 16.76392 -38.65084 0.66 -0.10 0.35 0.34
H 14.48248 16.32029 -37.69878 0.09 0.12 0.12 0.40
C 12.64165 12.09173 -35.32861 -0.33 -3.86 -0.51 -0.61
N 13.55900 11.36667 -36.25378 -4.30 -4.02 2.73 0.94
O 13.13005 10.24441 -36.53774 1.23 0.62 -1.00 -0.59
O 14.57218 11.86312 -36.56318 1.44 -1.03 -0.56 -0.54
H 12.27575 12.80086 -36.07114 -1.43 -1.73 0.44 0.31
H 13.25804 12.47844 -34.51705 -0.52 -1.16 -0.13 0.12
H 11.90350 11.39439 -34.93245 0.08 -0.15 -0.39 0.35
C 14.58697 15.68310 -35.22103 1.09 -0.53 1.92 0.08
N 13.83845 14.50791 -34.63274 0.42 2.24 -2.12 0.84
O 14.06076 14.18971 -33.49064 -0.74 -0.56 -0.16 -0.59
O 13.03520 13.99652 -35.43527 2.00 7.84 2.36 -0.42
H 13.92654 16.54780 -35.28614 -0.23 -0.46 -0.56 0.39
H 15.13460 15.36606 -36.10855 -1.65 0.08 1.09 -0.91
H 15.36024 15.96670 -34.50708 -0.08 -0.11 0.29 0.34

***

No. 5
21
Properties=species:S:1:pos:R:3:forces:R:3:mulliken_spin:R:1 method="wB97M-V/def2-TZVPD" e_tot_ev=-19656.8851 homo_energy_ev="-13.1 / -13.0" multiplicity=2 charge=+1 relative_energy_ev=0.000
C -0.17534 -1.22017 2.98589 -0.11 0.12 -0.15 0.00
N 0.89478 1.58288 0.84309 0.29 -0.06 0.34 0.00
C 0.18429 0.74661 1.55727 -0.15 -0.44 -0.79 0.00
N 0.62819 -0.12649 2.42112 0.01 0.01 0.29 0.00
H 0.29765 -2.16910 2.72735 0.02 0.11 0.16 0.00
H -1.15550 -1.21120 2.50808 0.03 0.07 0.19 0.00
H -0.26463 -1.10804 4.06664 -0.04 -0.07 -0.14 0.00
H 1.89372 1.63931 0.99426 -0.04 0.07 -0.13 0.00
H 0.46660 1.92712 -0.06995 0.22 0.10 0.88 -0.01
H -0.87660 0.70770 1.31828 0.05 -0.06 0.09 -0.01
H 1.61051 -0.13491 2.65285 0.10 0.06 -0.03 0.00
C -0.07282 -0.61614 -1.93731 0.36 -0.14 0.44 0.03
C 0.27579 0.76379 -2.52829 -0.84 0.08 0.04 -0.03
S -0.61007 2.09837 -1.69237 -0.22 0.00 -0.52 0.99
N -1.45699 -1.04988 -1.93062 0.09 0.37 -0.46 0.00
H 0.31351 -0.65389 -0.91698 -0.06 0.08 0.17 -0.01
H 0.54436 -1.33867 -2.46593 -0.10 -0.14 -0.21 -0.01
H -0.03186 0.80583 -3.56518 0.24 -0.04 -0.29 0.00
H 1.33816 0.92659 -2.40387 0.31 0.09 -0.13 0.02
H -1.74582 -1.29870 -2.87085 0.02 -0.21 0.02 0.00
H -2.05794 -0.27101 -1.69348 -0.18 0.00 0.24 0.00

***

No. 6
22
Properties=species:S:1:pos:R:3:forces:R:3:mulliken_charge:R:1 method="wB97M-V/def2-TZVPD" e_tot_ev=-12361.4089 homo_energy_ev=-13.8 charge=+1 relative_energy_ev=1.479
C 0.47499 0.15110 -2.08748 -0.02 3.00 1.06 -0.74
C 0.36073 2.24072 -0.67481 2.62 -0.44 -0.09 0.56
N 0.15398 1.58278 0.49596 -2.39 0.16 -0.26 -0.39
N 0.83139 1.58850 -1.74621 -1.31 -0.12 0.73 -0.22
N 0.52291 3.60594 -0.68388 0.34 -1.05 1.31 -0.51
H -0.24308 0.61228 0.47710 0.78 -0.01 -0.66 0.29
H -0.45764 2.04660 1.17071 0.47 0.50 -0.20 0.32
H 1.61011 2.07306 -2.16473 -0.24 -0.27 -0.66 0.23
H 1.05893 3.96470 -1.46265 -0.33 0.05 -0.19 0.28
H 0.97934 3.84528 0.19548 -0.45 0.66 -0.11 0.26
H 1.12836 -0.43663 -1.44364 -0.47 -0.74 -0.70 0.24
H 0.58243 0.19313 -3.14448 0.56 -1.06 -0.80 0.35
H -0.60296 0.12902 -1.90137 0.40 -0.77 0.30 0.33
C -1.68020 -2.93538 1.53132 -1.03 1.53 0.21 -1.00
C -0.61605 -1.92945 1.14023 -0.08 -1.52 -0.46 0.65
O -0.89920 -1.06653 0.31271 0.34 0.57 0.24 -0.71
N 0.65379 -2.15851 1.55367 0.13 0.42 0.21 -0.33
H -2.19412 -3.26317 0.61663 0.73 -0.54 0.21 0.28
H -2.49525 -2.33395 1.94187 0.03 0.17 0.30 0.31
H 1.40803 -1.61759 1.16207 -0.16 0.24 0.03 0.21
H 0.88421 -2.62664 2.41462 -0.31 -0.33 -0.14 0.22
H -1.46072 -3.66526 2.29688 0.39 -0.43 -0.35 0.34

***

no.,M (g mol⁻¹)
1,119.2
2,119.2
3,135.2
4,215.2
5,135.2
6,133.2